89
Properties=species:S:1:pos:R:3:mulliken_charge:R:1 method="wB97M-V/def2-TZVPD" mol_weight_g_mol=718.48 total_energy_ha=-2926.76798 total_charge=+1
C -2.98 -0.91 -0.66 -0.2981
H 3.52 4.89 -2.13 0.2760
H -6.48 -0.52 -2.29 0.2988
O 2.24 -0.91 6.97 -0.6538
H -0.17 -0.84 2.40 0.0342
H 1.17 -0.40 5.01 0.3367
O -6.26 -5.54 3.40 -0.6261
H 9.01 5.48 -3.99 0.3382
H -0.05 -5.46 4.66 0.2652
H 1.88 -1.44 2.00 0.2762
H -1.57 -5.30 4.66 0.3310
H -5.24 -3.40 -4.55 0.3032
H 3.54 -2.67 -5.81 0.3051
I -3.32 -0.24 -3.68 0.1177
H -1.05 9.88 2.06 0.3139
H -1.21 1.08 1.58 0.5359
O -0.79 -5.16 5.21 -0.5838
C 1.71 -1.80 0.91 -0.4950
H -6.60 -2.00 -2.64 0.3129
H 2.11 -2.92 0.86 0.2969
C -1.24 0.28 0.70 -0.7000
H -2.91 -2.01 -0.19 0.0914
H 3.83 5.99 -4.46 0.3022
N 0.97 0.98 -0.60 -0.4604
H -1.22 8.69 1.12 0.3305
H -3.25 1.02 0.30 0.5481
O 1.65 2.05 1.79 -0.4978
O 7.01 5.45 -3.00 -0.6745
H -4.11 -0.77 -1.03 0.3035
H 2.90 -2.58 -2.13 0.2741
C -2.03 -0.85 -1.96 -1.0981
O -2.60 2.56 -1.72 -0.6273
H 6.23 5.88 -2.64 0.3363
O 4.61 6.14 -3.91 -0.6397
H -3.14 -0.30 1.32 0.5182
O 9.97 5.40 -4.08 -0.6299
H -1.28 -3.22 6.69 0.2576
O 3.34 -2.92 -4.90 -0.6204
C 1.31 1.63 0.56 0.7153
O 0.40 -0.92 4.75 -0.5577
H -6.06 -5.28 2.48 0.3081
C -0.56 0.79 -0.69 -0.6102
O -1.05 9.64 1.12 -0.6214
H -5.39 -5.62 3.82 0.3860
H 2.31 5.73 -1.74 0.3207
H -1.29 5.38 0.62 0.3307
H 1.47 -1.64 -4.31 0.2818
H 0.37 -3.43 2.72 0.3231
H 10.11 4.47 -4.29 0.3173
H 7.75 5.84 -2.50 0.3351
O -1.37 3.38 0.28 -0.7291
O 2.55 4.92 -2.20 -0.6449
H 0.58 2.44 -2.82 0.2821
H 1.42 -1.41 6.86 0.3228
O -6.00 -3.59 -3.98 -0.6188
H -3.75 -5.57 5.80 0.3325
H -1.74 -1.98 -2.23 0.6541
H 0.23 -3.34 6.49 0.3479
H 2.93 -1.53 6.67 0.3233
H 0.43 -0.64 -3.81 0.3154
H 4.21 -3.01 -4.48 0.3259
O -3.75 -5.81 4.85 -0.7619
O -0.63 -3.99 -1.94 -0.6690
H -2.39 6.40 0.92 0.2982
C -0.60 -1.10 1.34 -0.4945
O 0.59 -4.34 2.48 -0.6106
O -6.14 -1.39 -2.05 -0.6121
H 5.35 5.84 -4.46 0.3312
O -0.46 -2.72 6.80 -0.6421
H -3.92 -6.76 4.85 0.3497
H 0.82 3.94 -1.66 0.3810
H -0.08 -1.07 5.58 0.2701
H -0.51 -4.86 -1.52 0.3056
H -0.69 0.55 -2.76 0.5898
H -1.52 -1.82 1.53 0.2171
H -6.48 -4.28 -4.46 0.3142
O -1.43 6.31 0.84 -0.5843
H 3.03 -1.10 -1.78 0.3382
H 0.22 -4.45 1.58 0.3222
C 0.02 3.31 -2.25 -0.8372
H -0.38 -3.36 -1.25 0.3109
H -0.55 3.96 -3.03 0.4295
O 3.36 -1.97 -1.54 -0.6326
O 1.09 -0.77 -4.51 -0.6861
S -1.20 2.55 -1.05 1.2917
O 0.31 -1.83 0.45 -0.0089
N -2.75 0.11 0.42 0.0582
H 2.41 -1.17 0.19 -0.0073
N -0.76 -0.08 -1.90 0.6001